No. 1
Density functional theory data (the ωB97M-V functional and the def2-TZVPD basis) for a 13-piece molecular cluster, C30H91N5O13 overall.

Properties
Molecular weight in g/mol: 730.1
Energy in Eh: -2449.19356
Gap between HOMO and LUMO in eV: 9.12
HOMO energy in Eh: -0.325

CARTESIAN COORDINATES (ANGSTROEM)
H: -5.3023 2.3501 -4.0680
C: -2.0769 7.1936 -2.6090
H: -3.5564 1.8979 -2.0532
O: 0.6260 -3.9641 5.4188
C: 0.5819 -2.7990 4.7175
H: 4.1345 -0.2017 2.9955
H: -4.4787 0.1848 0.6370
C: -3.2183 -5.5505 -0.6875
H: -4.9861 1.6301 2.3142
H: -3.4159 -6.5366 -0.2671
H: -1.5453 8.0926 -2.9209
C: -3.5033 -0.8163 2.2817
O: -1.3858 6.5746 -1.4946
C: -0.2434 5.7455 -1.8859
C: -0.5082 1.7496 5.5230
H: -2.7212 -0.0903 2.5038
O: 3.6451 1.3747 -0.4074
H: 2.3413 -3.0158 3.3893
H: 2.0083 -5.2695 -1.1583
H: 2.3960 1.7305 -4.8784
H: 4.8672 -3.1251 -0.2399
O: 2.6592 -1.3574 -2.3183
H: -2.4904 -3.5384 -5.6210
H: 3.8335 2.7525 7.4068
C: 0.7624 1.5091 2.1647
C: -1.7338 -3.3983 -3.5978
H: -1.3088 -5.1763 -6.1221
H: 7.4214 -2.9157 0.4971
H: 2.2585 -1.3933 3.9709
C: -2.2165 -4.2003 -4.7995
H: 1.2076 1.4830 3.1593
H: 2.7896 3.8602 5.7482
H: -4.6620 -4.4898 0.5713
H: -0.1660 -3.0266 -0.8631
H: 5.5602 -0.4655 2.5602
H: 3.0130 -5.0176 0.4496
H: -7.5633 3.6590 -3.7848
C: 0.7291 0.1623 1.3945
H: -8.8207 2.7990 -3.1559
C: -5.8462 1.4197 -3.9048
H: -8.3565 2.4888 -4.7751
O: -5.2936 0.7292 2.4379
C: 0.6771 5.3707 -0.6667
O: 0.6260 2.5728 5.3033
H: -2.1794 6.5057 -3.4482
O: 6.3532 -4.5872 -0.2921
H: 1.6180 1.9803 6.9913
H: -2.9185 -5.7095 -1.7234
H: -0.2036 3.5543 0.0524
H: -0.3498 -2.3946 0.6291
H: 3.3712 -6.4854 0.0929
O: -7.0826 1.6043 -3.2195
H: -3.6946 -1.1738 3.2935
H: 3.6852 1.6964 3.8732
H: 2.0433 -1.2020 0.7916
H: 0.0434 -2.9367 3.7799
H: -3.0074 7.4774 -2.1173
C: -4.3745 -4.5266 -0.4794
H: -5.9317 -1.2494 -3.5267
H: 2.0035 0.9941 5.6396
C: -3.5550 1.0201 -2.6994
H: -0.2194 1.9731 2.2586
H: 0.6877 0.8860 -0.6559
H: 1.8432 -1.2234 -1.8362
H: -1.1781 4.9650 0.5077
H: -3.0796 -1.6868 1.7809
C: 5.1870 -3.9414 -0.8876
C: 4.1453 -5.0323 -1.0495
H: 1.4180 2.1879 1.6192
H: 2.5181 -3.5973 -0.9573
H: -0.3997 0.7210 5.1793
H: 2.7709 3.1564 3.6343
H: 0.2891 4.6109 1.3794
C: 1.8314 2.0323 5.9237
C: -5.0449 0.4905 -3.0051
H: -5.3726 0.6425 -1.9767
H: 4.2254 0.9501 -1.0392
H: -1.3583 -5.8233 0.0605
O: 5.0134 -0.3623 3.3390
C: 0.0712 0.1881 -0.0894
H: 4.1391 2.1353 -0.1013
C: -0.5533 -2.1165 -0.4050
N: 2.0665 -0.3710 1.3651
H: -3.0331 0.2691 -2.1063
C: -4.7568 -0.2610 1.5920
H: 5.3977 -3.4950 -1.8594
H: 1.3269 1.2628 -3.5544
H: 0.3418 6.3833 -2.5483
H: 1.1271 3.8438 -4.5694
C: 1.5985 3.4218 -3.6819
H: 0.9387 3.5156 -2.8194
H: 1.5047 4.7557 -1.0202
H: -0.5997 4.8908 -2.4608
C: 7.5360 -3.6730 -0.2785
N: 4.1766 2.5036 6.4900
C: 3.0792 2.8136 5.6546
H: 2.4728 0.3167 0.7470
H: -3.0974 -4.7665 -4.4969
C: 2.7238 -4.5208 -1.4985
O: -1.1771 -5.0726 -5.1768
H: -0.2747 -4.0488 5.7399
H: -5.2454 -4.7968 -1.0765
H: 1.9955 6.9771 -0.4941
C: 2.0874 1.9801 -3.8632
H: -2.9850 1.3315 -3.5748
N: 3.8185 -5.5940 0.2520
H: 8.4575 -4.1883 -0.0076
H: 0.1101 -1.9603 5.2296
H: -1.6261 -2.0700 -0.5922
H: -1.1114 -3.9815 -2.9192
H: -0.7294 1.6725 6.5876
H: 2.5937 4.9521 -2.9642
N: -5.0002 -0.8917 -3.3703
N: 1.3168 6.4583 0.0448
H: 4.5917 -5.7192 -1.7684
C: 2.0584 -2.4249 4.2604
H: -2.5883 -3.0014 -3.0497
C: -7.9408 2.6365 -3.7784
H: 2.7618 -4.2831 -2.5616
H: 2.3872 -1.4404 -3.2322
H: 4.7313 3.2214 6.0459
H: -1.3718 2.2217 5.0546
O: 0.2436 -1.0216 -0.7710
H: -5.9517 0.9105 -4.8628
H: -4.1174 -3.4873 -0.6841
O: 2.8013 4.0914 -3.3352
C: 3.5724 2.7200 4.2303
H: 2.6666 -2.5137 5.1605
H: -5.5733 -0.9813 1.5408
C: -0.1615 4.5908 0.3871
H: 4.5050 3.2657 4.0864
H: 0.6367 7.0413 0.5113
H: 2.8928 1.6739 -3.1957
O: -2.0692 -5.1789 0.0291
H: 7.8074 -3.1394 -1.1894
H: -1.2795 -2.4515 -3.8900
H: -4.3600 -1.0950 -4.1245
H: -0.9578 0.5441 -0.1407
H: 0.1880 -0.5422 2.0261

No. 2
Density functional theory data (the ωB97M-V functional and the def2-TZVPD basis) for a 13-piece molecular cluster, C30H93N18O13 overall.

Properties
Molecular weight in g/mol: 914.2
Charge: +1
Energy in Eh: -3162.27277
Gap between HOMO and LUMO in eV: 7.99
HOMO energy in Eh: -0.388

CARTESIAN COORDINATES (ANGSTROEM)
H: -1.6716 -1.3508 -4.8699
H: -0.5055 -2.0555 1.2423
H: -3.7764 3.5482 -5.2210
H: -0.9377 -2.8561 -4.3192
C: -4.4895 -1.7324 -2.9990
C: -4.3077 0.5698 4.8550
C: 0.2033 3.8901 0.6418
H: -5.9917 -0.9618 -2.3358
H: -3.6118 -1.4228 0.8938
C: -0.7689 -1.7862 -4.4412
H: 1.1158 -3.1034 -4.2696
H: -4.9894 -0.4168 0.2360
C: -2.3013 4.8105 -1.5105
H: 2.3360 1.7732 -1.5615
H: -4.1352 0.4490 3.7856
H: 4.3321 -0.1282 0.7392
H: 0.2574 -2.5862 -0.9275
N: 4.9540 3.1323 3.0176
H: 4.1668 2.2556 0.8457
N: 0.6858 4.9526 1.2819
N: 1.1728 -3.9999 -3.8080
H: -1.3423 4.8027 -2.0286
C: 5.8936 6.3585 0.1130
N: 1.9268 -5.1577 -2.1672
H: -0.6780 -2.7783 4.5786
H: -1.8930 3.1555 -3.4996
O: 4.5255 5.8858 0.4172
H: -1.9570 -0.7526 4.7762
H: 0.6332 3.2099 -1.2750
H: 3.3274 4.6681 1.7616
O: -1.4678 -4.0491 -1.8964
N: -2.4000 -5.9185 -2.4155
O: -4.7214 -0.6603 5.3792
H: -3.6268 0.9224 -4.0496
H: -2.0474 -1.0397 -2.2766
N: -3.7987 1.4747 -4.8776
H: 6.3066 4.1034 1.7135
H: 1.1630 -5.7636 -2.4309
C: 0.3938 -4.0437 1.0626
N: 0.8241 3.8492 -0.5168
H: 0.3725 0.7765 -4.5297
H: -1.0111 -2.2224 -1.9994
H: -1.8855 -2.4779 3.2526
N: -1.0612 -1.2275 -2.1658
C: -2.9401 3.0616 -3.2117
O: 6.9664 -3.1502 0.7051
C: 4.5553 -1.1768 0.5423
H: 1.4484 5.4436 0.8376
O: -3.2803 4.2469 -2.4605
O: 2.8294 -3.1587 -2.5911
H: -2.4147 -1.2477 7.0918
H: -0.3701 -4.2847 0.3234
C: -0.2000 -0.9513 -3.2963
H: -5.6942 3.8151 -3.3906
H: -4.3382 -2.5723 5.4332
H: -1.1767 0.9375 -3.6528
H: -3.2736 2.2935 -0.0231
H: 0.4790 -4.7314 -3.8687
H: -5.1308 1.2757 4.9660
H: 2.2029 0.1063 -2.1745
N: -2.7122 4.6890 5.3017
H: -4.2083 -1.7262 3.7669
H: -6.1864 2.9442 -4.8685
H: -3.4430 1.0517 5.3113
H: -4.6983 1.3558 -0.6308
H: -0.7810 0.7268 0.1616
H: -0.0178 -4.4451 1.9887
H: 2.5155 1.3756 -3.2403
H: 5.3283 -3.5871 -0.5122
H: 1.3403 -4.5516 0.8771
C: 1.3192 0.0918 3.5641
H: -3.0255 2.1615 -2.6031
H: 2.2135 0.7140 3.5286
H: 6.5143 5.5222 -0.2086
O: 0.0010 0.4095 -0.2959
H: 4.0201 -1.6104 -1.7014
H: -0.0812 -1.7455 -5.2859
C: 5.0656 2.8259 0.6111
H: 5.4149 3.4737 3.8489
H: 4.4037 5.6344 2.5141
H: 8.6753 -4.3712 0.0885
H: 0.8015 -1.3287 -3.0899
H: 5.2948 2.1853 2.9332
H: 5.9414 7.0619 -0.7183
H: 0.2405 5.1604 2.1643
H: -0.3403 0.0843 -1.1322
C: 4.3250 5.0702 1.5848
H: 3.5396 -1.5311 0.3661
H: -2.6772 -2.8338 6.6673
C: 1.3230 -1.9452 2.2181
H: 5.9176 2.1605 0.4711
H: 1.7732 -2.6712 -0.4739
H: -3.3531 -3.9030 -0.2661
H: -3.0802 -3.0348 -3.4215
H: -2.4942 5.8651 -1.3139
H: -1.9841 3.6166 2.5207
C: -1.8286 4.4104 4.3975
C: -2.4143 -1.6882 5.0982
O: 0.5127 1.3902 -2.5487
N: 0.9091 -2.1923 -0.2640
C: 0.4695 -2.5027 1.0484
C: 1.9261 1.1454 -2.3527
C: 2.0354 -4.0196 -2.8328
H: 0.3720 -0.3603 0.1418
C: 7.8159 -4.3168 0.7568
C: -5.4683 2.9764 -4.0491
N: -3.1977 -4.7588 -0.7795
H: -3.6658 4.3930 5.1496
O: -2.2211 0.5853 0.9822
H: -2.1159 -3.7360 4.5631
H: -2.3060 4.1975 -0.6092
H: 0.8753 -2.3273 3.1356
O: 1.1972 -0.4716 2.2913
H: -1.6406 -6.0612 -3.0660
C: -4.0245 -1.7124 4.8412
C: 5.2507 3.8333 1.7284
N: -4.0851 -0.5612 0.6620
N: -4.0401 -2.7583 -3.5704
H: 4.9430 3.2339 -0.3922
N: 4.9714 -1.2816 -1.7847
N: -5.7879 -1.7564 -2.9251
C: 6.2031 -2.9370 -0.4993
H: -3.6789 -5.6110 -0.5300
H: -3.1803 -6.5596 -2.4296
H: 4.8538 -1.6272 1.4889
C: -1.7304 -2.7520 4.2961
H: -6.4697 -2.4615 -3.1659
C: 5.6686 -1.4946 -0.5492
C: -2.3150 -4.9094 -1.6517
O: -3.8095 -0.7975 -2.5853
H: 1.2471 -0.5685 4.4282
H: -4.7018 1.0788 -5.0959
O: -0.6398 4.3799 4.6193
C: -3.9240 2.8311 -4.4136
H: -2.3632 5.0047 6.1954
H: -5.7602 2.1286 -3.4293
N: -2.1113 -2.0128 6.5065
H: 7.1898 -5.1586 0.4609
O: -0.7383 3.2206 1.0199
H: 0.4185 0.7012 3.6389
H: -4.7087 -3.4874 -3.7740
H: 8.1219 -4.6415 1.7513
H: -3.4042 4.3118 3.4443
H: 6.4286 6.8052 0.9510
C: -3.3123 0.4988 0.5474
H: 1.4310 4.6063 -0.7974
C: -0.1398 0.6090 -3.5823
H: 2.6656 -5.4032 -1.5237
H: 5.3136 -1.9358 -2.4739
H: 2.3976 -2.1096 2.1393
H: 6.6768 -3.0982 -1.4677
N: -2.4345 4.0660 3.3051
N: -3.8689 1.4789 -0.0676
H: 6.4302 -0.7150 -0.5353